Entry 1:
{"formula": "C4H11N3O2", "method": "ωB97M-V/def2-TZVPD", "symbols": ["O", "O", "N", "N", "N", "C", "C", "C", "C", "H", "H", "H", "H", "H", "H", "H", "H", "H", "H", "H"], "xyz": [[-0.83096, 0.53347, 0.88056], [-0.90542, -1.79261, 0.09748], [1.69475, -1.54221, -0.16735], [1.23939, 0.84955, 0.06317], [1.16528, 1.92052, -0.65409], [-0.71616, -0.64307, -0.30044], [-1.60121, -0.05763, -1.38386], [-0.69568, 0.05688, 2.19920], [1.05084, -0.36617, -0.61931], [-1.41577, 1.00190, -1.56039], [0.32405, 0.23666, 2.56357], [1.18969, -2.04149, 0.55917], [0.68590, 1.90066, -1.55417], [-2.63360, -0.13846, -1.04515], [-0.89482, -1.01916, 2.24862], [1.30375, -0.21640, -1.67970], [-1.38884, 0.59830, 2.84954], [2.69314, -1.44329, -0.03688], [1.22653, 2.79819, -0.15762], [-1.49083, -0.63562, -2.30235]], "forces_ev_per_angstrom": [[-0.22, -0.82, -0.77], [0.43, 0.70, -0.18], [0.04, 0.44, 0.29], [0.66, -0.09, -0.67], [-0.39, -0.94, 0.60], [-0.73, 0.13, 1.48], [0.35, 0.15, -0.16], [0.20, 0.02, -0.28], [0.10, 0.56, -0.44], [0.10, -0.01, -0.08], [0.03, -0.05, 0.06], [0.11, 0.16, -0.12], [0.31, -0.02, -0.03], [0.08, -0.07, 0.13], [-0.08, 0.07, 0.02], [-0.67, 0.05, -0.08], [-0.03, -0.12, -0.06], [-0.22, -0.11, 0.25], [-0.15, -0.11, 0.03], [0.07, 0.07, 0.01]], "mulliken_charge": [-0.48, -0.71, -0.55, -0.05, -0.23, 1.17, -1.38, -0.70, -0.30, 0.30, 0.24, 0.24, 0.25, 0.33, 0.29, 0.46, 0.26, 0.22, 0.27, 0.36], "e_tot_ev": -12887.593, "homo_energy_ev": [-8.48, -8.48], "relative_energy_kj_mol": 505.3, "homo_lumo_gap_ha": [0.280, 0.280]}



Entry 2:
{"formula": "C4H11N3O2", "method": "ωB97M-V/def2-TZVPD", "symbols": ["O", "O", "N", "N", "N", "C", "C", "C", "C", "H", "H", "H", "H", "H", "H", "H", "H", "H", "H", "H"], "xyz": [[1.78824, 0.90628, -0.57239], [-0.13799, 1.62618, -1.72033], [-2.31159, 0.07631, 0.62345], [-0.29108, -0.08733, 1.59139], [-1.81187, -1.93575, 1.89693], [1.76246, 1.35925, -2.95115], [1.08473, 1.31197, -1.50226], [0.77028, -1.05083, 1.29005], [-1.50291, -0.62365, 1.47158], [-3.29199, 0.18891, 0.64524], [2.40656, 2.08820, -3.13690], [0.76163, -1.30284, 0.27752], [2.69183, 0.56025, -2.80034], [-2.73399, -2.14088, 1.69242], [-0.06220, 0.88656, 1.43609], [1.05279, 1.09860, -3.77151], [0.65713, -1.91478, 2.00017], [-0.89847, 1.65088, -1.03802], [1.70908, -0.57636, 1.71476], [-1.64265, -2.12097, 2.85329]], "forces_ev_per_angstrom": [[-2.74, 1.36, -0.57], [-4.02, 0.90, 1.61], [3.34, -0.21, 1.74], [1.81, -1.98, 1.14], [2.05, 1.80, -0.10], [-0.15, -6.05, 2.29], [4.88, -1.28, -2.00], [1.57, 0.82, 4.60], [-4.71, 2.49, -3.92], [-1.21, -1.12, 0.56], [1.85, 4.25, -0.76], [0.44, -0.54, -1.49], [-2.77, 1.13, -0.72], [-2.07, -0.40, -0.72], [-0.83, -0.42, -0.43], [0.83, 0.30, 0.71], [-0.07, 0.46, -1.17], [1.91, -0.69, -0.44], [-0.71, -0.62, -1.38], [0.60, -0.21, 1.06]], "mulliken_charge": [-0.56, -0.43, -0.60, -0.20, -0.46, -1.03, 0.73, -0.91, 0.39, 0.15, 0.37, 0.30, 0.25, 0.24, 0.32, 0.27, 0.31, 0.34, 0.30, 0.23], "e_tot_ev": -12889.658, "smiles": "[H]/N=C(\\N)NC.CC(=O)O", "homo_energy_ev": -8.83, "relative_energy_kj_mol": 306.0, "homo_lumo_gap_ha": 0.355}



Entry 3:
{"formula": "C4H11N3O2", "method": "ωB97M-V/def2-TZVPD", "symbols": ["O", "O", "N", "N", "N", "C", "C", "C", "C", "H", "H", "H", "H", "H", "H", "H", "H", "H", "H", "H"], "xyz": [[-2.70540, 0.02574, 0.47989], [-2.53512, -2.02511, -0.37703], [1.47373, 0.47928, 2.09381], [1.86544, -0.32284, -0.01088], [1.47409, 2.01815, 0.31886], [2.40429, -0.24989, -1.39461], [-1.39833, -0.15314, -1.42809], [-2.20476, -0.87102, -0.39891], [1.69194, 0.67081, 0.73296], [-0.33122, -0.41992, -1.47508], [3.37955, -0.72161, -1.18239], [0.47875, 2.24325, 0.31956], [1.49496, -0.45128, 2.48079], [1.82373, -1.00203, -1.91798], [0.95945, 1.09217, 2.70150], [-1.56428, -0.27370, -2.49188], [-1.63914, 0.89282, -1.21040], [2.63253, 0.75385, -1.76251], [-3.39008, -0.21379, 1.13799], [1.78362, 2.69023, 1.01325]], "forces_ev_per_angstrom": [[0.05, 1.48, 0.66], [0.47, -0.12, 0.01], [0.34, -0.52, 0.77], [0.63, -0.05, -0.56], [0.08, 0.97, -0.07], [0.81, -0.71, 2.71], [0.89, 1.05, -0.25], [-1.62, -1.24, -0.38], [-1.80, 0.31, 0.85], [-0.21, 0.40, 1.11], [-0.08, 0.05, -0.81], [-0.02, -0.63, -0.52], [0.23, -0.13, -0.53], [0.01, 0.58, -0.92], [-0.04, 0.48, -0.60], [-1.31, -0.69, -0.03], [0.99, 0.03, -0.26], [-0.79, -0.17, -0.43], [0.72, -0.88, -0.84], [0.65, -0.20, 0.08]], "mulliken_charge": [-0.48, -0.55, -0.48, -0.45, -0.62, -0.95, -0.41, 0.66, 0.57, -0.12, 0.35, 0.23, 0.22, 0.37, 0.18, 0.34, 0.24, 0.30, 0.33, 0.27], "e_tot_ev": -12890.957, "smiles": "CN=C(N)N.CC(=O)O", "homo_energy_ev": -8.83, "relative_energy_kj_mol": 180.7, "homo_lumo_gap_ha": 0.343}



Entry 4:
{"formula": "C4H11N3O2", "method": "ωB97M-V/def2-TZVPD", "symbols": ["O", "O", "N", "N", "N", "C", "C", "C", "C", "H", "H", "H", "H", "H", "H", "H", "H", "H", "H", "H"], "xyz": [[-0.86071, 0.18118, 3.45840], [0.38223, -1.00518, 2.07309], [0.81643, 0.63113, -2.99359], [0.63049, 1.27777, -0.78694], [-0.40404, -0.83219, -1.40361], [-1.88446, -1.69987, 2.44321], [1.51798, 1.89204, -3.35038], [0.25851, 0.36930, -1.77676], [-0.69347, -0.74053, 2.74405], [-1.58722, -2.83920, 2.14306], [1.42887, 1.91657, -0.87749], [-0.51377, -1.51092, -2.19628], [0.88086, -0.05992, -3.69246], [0.62463, -2.10524, 1.90559], [0.89330, 2.76726, -2.93691], [-2.66154, -1.61021, 3.13785], [0.69864, 0.84170, 0.11595], [1.27583, 1.95533, -4.49572], [2.55295, 2.03003, -2.99280], [-2.25617, -1.25613, 1.56562]], "forces_ev_per_angstrom": [[0.56, 1.98, 0.79], [4.17, -4.22, -1.56], [0.50, 1.73, 0.39], [-0.19, -0.03, 0.23], [2.15, 4.09, -1.51], [2.72, -2.20, -1.00], [-3.05, 0.87, -1.11], [-0.16, -4.84, 1.36], [-3.55, -3.28, 0.28], [-0.72, 2.78, 0.97], [-0.73, -0.67, -0.69], [0.25, 1.35, 0.53], [-0.40, -0.89, -0.34], [-1.73, 4.96, 0.61], [1.00, -1.23, -0.47], [-0.79, -0.22, 1.37], [-0.57, -0.22, 0.27], [1.45, 0.19, 2.03], [-0.29, -0.45, -0.57], [-0.61, 0.31, -1.58]], "mulliken_charge": [-0.51, -0.53, -0.16, -0.45, -0.66, -0.86, -0.92, 0.50, 0.68, 0.26, 0.25, 0.14, 0.21, 0.37, 0.34, 0.32, 0.19, 0.31, 0.27, 0.25], "e_tot_ev": -12889.836, "smiles": "[H]/N=C(/N)NC.CC(=O)O", "homo_energy_ev": -8.29, "relative_energy_kj_mol": 288.9, "homo_lumo_gap_ha": 0.322}



Entry 5:
{"formula": "C4H11N3O2", "method": "ωB97M-V/def2-TZVPD", "symbols": ["O", "O", "N", "N", "N", "C", "C", "C", "C", "H", "H", "H", "H", "H", "H", "H", "H", "H", "H", "H"], "xyz": [[-1.05034, -1.77982, -1.66624], [0.65488, -0.71867, -2.71699], [0.69836, 1.01200, 0.00955], [-1.34883, 1.99786, 0.06048], [-0.66432, 1.00887, 2.09037], [0.03086, -1.76310, -2.18324], [-0.32615, 1.35193, 0.78366], [0.22206, 1.50726, 3.20351], [0.76252, -3.03045, -2.48265], [0.48507, -3.65086, -3.37291], [-1.25709, 2.00064, -0.87494], [-0.54108, 2.09106, 3.88431], [1.63632, -2.83190, -3.19930], [-1.64214, 0.93534, 2.51553], [-2.32882, 1.96486, 0.33713], [1.09876, 1.99137, 2.91339], [1.51238, 0.66557, 0.48662], [0.56317, 0.11921, -2.15381], [0.52389, 0.63233, 3.92026], [0.97049, -3.50348, -1.55475]], "forces_ev_per_angstrom": [[-0.12, 1.15, 1.07], [0.69, 2.86, 1.43], [0.32, 0.46, 0.49], [0.96, -1.56, 4.64], [1.54, 0.96, 0.39], [-0.82, -2.07, -1.63], [-5.61, 0.81, -0.25], [-2.92, -2.71, 3.30], [2.00, 0.34, -3.68], [-1.91, -0.17, 1.58], [0.65, -0.11, -4.05], [1.98, -0.44, -1.39], [0.22, 0.58, 2.31], [1.48, 0.12, -2.02], [0.45, 0.29, 0.50], [1.00, 1.12, -0.69], [0.54, -0.37, 0.54], [-0.35, -1.59, -1.29], [-0.48, 1.33, -1.53], [0.38, -0.99, 0.26]], "mulliken_charge": [-0.52, -0.44, -0.35, -0.35, -0.16, 0.71, 0.56, -0.77, -0.89, 0.30, 0.24, 0.28, 0.27, 0.34, 0.25, 0.40, 0.25, 0.32, 0.29, 0.25], "e_tot_ev": -12881.354, "total_charge": 1, "homo_energy_ev": [-13.08, -13.07], "multiplicity": 2, "relative_energy_kj_mol": 360.8, "homo_lumo_gap_ha": [0.327, 0.168]}



Entry 6:
{"formula": "C4H11N3S", "method": "ωB97M-V/def2-TZVPD", "symbols": ["S", "N", "N", "N", "C", "C", "C", "C", "H", "H", "H", "H", "H", "H", "H", "H", "H", "H", "H"], "xyz": [[-1.86286, -0.35931, 0.29679], [0.44440, -1.43020, 0.67811], [-2.89163, -1.16072, -0.44651], [-2.36948, 0.52548, 1.50955], [-0.86090, 0.63579, -1.01971], [1.02762, -0.83668, -0.52630], [0.57065, 0.60492, -0.74608], [0.98796, 1.42027, 0.54301], [0.83426, -1.41276, -1.45967], [0.28085, -2.45449, 0.56359], [-1.58992, 0.96659, 1.91964], [0.63340, 2.46963, 0.62530], [-1.29273, 1.62343, -0.83394], [-1.21860, 0.20043, -1.91895], [2.09081, 1.40695, 0.63597], [1.17474, 0.91448, -1.66533], [-3.57938, -1.41930, 0.18496], [2.09604, -0.79668, -0.19912], [0.60124, 0.87464, 1.37877]], "forces_ev_per_angstrom": [[2.49, 1.78, 1.45], [-1.35, 0.12, -0.33], [0.96, 0.16, -1.97], [-0.71, -1.89, -2.13], [-2.14, 0.48, 1.50], [0.26, -1.18, 0.90], [2.49, 0.59, 0.38], [0.28, 0.23, -1.16], [0.49, 0.17, 0.51], [-0.06, 1.01, -0.21], [1.29, 0.64, 0.75], [0.14, -0.63, -0.46], [-0.07, -0.11, -0.35], [-0.09, -0.33, -0.95], [-0.54, 0.10, -0.07], [-0.98, 0.05, 1.12], [-2.00, -0.83, 1.40], [-0.31, -0.09, -1.03], [-0.15, -0.27, 0.63]], "mulliken_charge": [0.67, -0.60, -0.61, -0.68, -0.97, -0.65, 0.50, -1.43, 0.40, 0.21, 0.28, 0.34, 0.41, 0.46, 0.37, 0.25, 0.28, 0.38, 0.38], "e_tot_ev": -19626.875, "homo_energy_ev": [-7.81, -9.16], "relative_energy_kj_mol": 510.0, "homo_lumo_gap_ha": [0.278, 0.316]}